# 1
The ion C22H22N with charge +1 at a distorted geometry, computed with ωB97M-V with the def2-TZVPD basis set.

The geometry in XYZ format:
```
45
Properties=species:S:1:pos:R:3
N 0.647 -0.853 0.996
C 0.089 -0.307 -0.224
C 2.323 2.611 -1.324
C -3.322 0.294 2.569
C 0.182 -1.294 -1.400
C 1.674 3.671 -0.694
C 2.106 -0.812 1.181
C 1.868 1.303 -1.143
C -0.156 -3.552 -2.231
C 0.776 -1.840 -3.683
C -0.248 -2.613 -1.197
C 0.399 -3.166 -3.463
C -3.698 -2.112 2.569
C -1.967 0.083 2.361
C 2.166 5.079 -0.842
C -1.459 -1.233 2.199
C 0.590 -0.894 -2.673
C 0.558 3.425 0.117
C -0.062 -1.473 1.932
C 0.672 1.077 -0.444
C -2.340 -2.328 2.378
C 0.020 2.142 0.182
C -4.206 -0.800 2.639
H 0.517 -3.905 -4.258
H -1.927 -3.337 2.347
H -0.988 -0.153 -0.076
H 2.732 5.400 0.042
H 0.485 -2.209 2.534
H -0.514 -4.573 -2.061
H -1.267 0.922 2.370
H 2.624 -1.491 0.488
H 0.087 4.239 0.671
H -3.703 1.315 2.677
H 1.210 -1.525 -4.637
H 0.796 0.157 -2.880
H 1.323 5.771 -0.957
H -0.648 -2.907 -0.221
H 2.474 0.209 1.040
H 2.826 5.177 -1.710
H 2.310 -1.128 2.212
H -4.379 -2.962 2.666
H -5.278 -0.628 2.743
H -0.906 1.957 0.729
H 3.190 2.800 -1.966
H 2.425 0.463 -1.560
```

Properties
- Molecular weight: 300.4 g/mol
- Net charge: +1
- Spin multiplicity: 1
- E: -24654.4705 eV
- Gap between HOMO and LUMO: 7.499 eV
- HOMO level: -11.9681 eV
- Structure (SMILES): Cc1ccc([C@@H](c2ccccc2)/[N+](C)=C\c2ccccc2)cc1
- E_LUMO: -0.16425 Ha

Computed natural (NBO) charges, given in elementary charges: atom 1 (N): -0.256, atom 2 (C): -0.142, atom 3 (C): -0.209, atom 4 (C): -0.153, atom 5 (C): 0.023, atom 6 (C): 0.011, atom 7 (C): -0.428, atom 8 (C): -0.228, atom 9 (C): -0.184, atom 10 (C): -0.197, atom 11 (C): -0.245, atom 12 (C): -0.195, atom 13 (C): -0.206, atom 14 (C): -0.181, atom 15 (C): -0.637, atom 16 (C): -0.190, atom 17 (C): -0.222, atom 18 (C): -0.191, atom 19 (C): 0.294, atom 20 (C): 0.001, atom 21 (C): -0.143, atom 22 (C): -0.225, atom 23 (C): -0.159, atom 24 (H): 0.231, atom 25 (H): 0.226, atom 26 (H): 0.250, atom 27 (H): 0.233, atom 28 (H): 0.228, atom 29 (H): 0.228, atom 30 (H): 0.226, atom 31 (H): 0.239, atom 32 (H): 0.224, atom 33 (H): 0.231, atom 34 (H): 0.232, atom 35 (H): 0.232, atom 36 (H): 0.229, atom 37 (H): 0.200, atom 38 (H): 0.258, atom 39 (H): 0.226, atom 40 (H): 0.224, atom 41 (H): 0.242, atom 42 (H): 0.239, atom 43 (H): 0.207, atom 44 (H): 0.228, atom 45 (H): 0.228

---

# 2
An isolated molecule of C22H22N2O4S, computed with ωB97M-V with the def2-TZVPD basis set.

The geometry in XYZ format:
```
51
Properties=species:S:1:pos:R:3
S -0.695 -2.136 -1.248
O 4.688 -1.800 1.168
O -0.583 -2.098 -2.676
O -5.058 4.487 -2.428
O -1.400 -3.246 -0.664
N -2.004 0.985 0.606
N -1.439 -0.721 -0.832
C -3.772 2.411 -2.325
C 6.326 -1.023 -0.476
C 1.736 -0.948 -0.858
C 1.117 -0.623 3.096
C -3.012 1.542 -1.561
C -0.329 -2.538 3.073
C -4.052 3.843 -0.419
C -3.297 2.979 0.341
C -0.667 -0.766 1.491
C 2.684 -2.930 0.823
C 3.485 -1.818 0.541
C 1.425 -3.041 0.275
C -2.767 1.816 -0.222
C -1.399 -0.191 0.333
C 0.751 -1.856 3.610
C -5.350 4.261 -3.786
C 0.402 -0.071 2.049
C 3.003 -0.828 -0.314
C 5.635 -0.793 0.864
C 0.953 -2.041 -0.554
C -4.300 3.570 -1.766
C -1.036 -2.001 2.011
H 6.811 -1.995 -0.477
H 3.080 -3.688 1.479
H -3.943 2.166 -3.360
H 0.688 0.888 1.641
H -2.607 0.645 -1.996
H -4.439 4.228 -4.393
H -3.115 3.204 1.383
H -5.914 3.334 -3.927
H 6.366 -0.860 1.674
H 5.609 -0.997 -1.294
H -4.465 4.743 0.009
H -0.619 -3.495 3.477
H -1.860 -2.539 1.569
H -1.917 1.309 1.562
H 7.076 -0.254 -0.639
H -5.961 5.105 -4.100
H 3.597 0.038 -0.561
H 1.958 -0.090 3.513
H 1.344 -0.194 -1.523
H 1.308 -2.284 4.429
H 0.790 -3.888 0.479
H 5.170 0.200 0.901
```

Properties
- Molecular weight: 410.5 g/mol
- Net charge: 0
- Spin multiplicity: 1
- E: -45175.7165 eV
- Gap between HOMO and LUMO: 8.596 eV
- HOMO level: -8.0523 eV
- Structure (SMILES): CCOc1ccc(S(=O)(=O)/N=C(/Nc2ccc(OC)cc2)c2ccccc2)cc1
- E_LUMO: 0.01999 Ha

Computed natural (NBO) charges, given in elementary charges: atom 1 (S): 2.313, atom 2 (O): -0.491, atom 3 (O): -0.931, atom 4 (O): -0.494, atom 5 (O): -0.955, atom 6 (N): -0.542, atom 7 (N): -0.810, atom 8 (C): -0.295, atom 9 (C): -0.639, atom 10 (C): -0.118, atom 11 (C): -0.227, atom 12 (C): -0.174, atom 13 (C): -0.210, atom 14 (C): -0.246, atom 15 (C): -0.207, atom 16 (C): -0.146, atom 17 (C): -0.249, atom 18 (C): 0.324, atom 19 (C): -0.165, atom 20 (C): 0.085, atom 21 (C): 0.497, atom 22 (C): -0.195, atom 23 (C): -0.252, atom 24 (C): -0.144, atom 25 (C): -0.332, atom 26 (C): -0.062, atom 27 (C): -0.380, atom 28 (C): 0.297, atom 29 (C): -0.176, atom 30 (H): 0.218, atom 31 (H): 0.228, atom 32 (H): 0.221, atom 33 (H): 0.211, atom 34 (H): 0.259, atom 35 (H): 0.176, atom 36 (H): 0.205, atom 37 (H): 0.177, atom 38 (H): 0.195, atom 39 (H): 0.215, atom 40 (H): 0.226, atom 41 (H): 0.220, atom 42 (H): 0.249, atom 43 (H): 0.408, atom 44 (H): 0.217, atom 45 (H): 0.200, atom 46 (H): 0.220, atom 47 (H): 0.218, atom 48 (H): 0.228, atom 49 (H): 0.217, atom 50 (H): 0.246, atom 51 (H): 0.169

---

# 3
An isolated molecule of C22H22N2O7S at a distorted geometry, computed with ωB97M-V with the def2-TZVPD basis set.

The geometry in XYZ format:
```
54
Properties=species:S:1:pos:R:3
S -0.147 0.121 2.066
O 0.038 1.406 2.236
O -5.355 -1.282 -0.601
O -1.200 -1.117 -1.891
O 2.647 -3.457 -0.028
O 0.606 4.236 0.519
O -0.002 -0.804 3.062
O 2.684 2.907 0.711
N 1.017 -1.059 -2.274
N 0.911 -0.704 0.923
C -2.265 0.640 0.241
C 1.087 -1.849 0.555
C -3.798 -1.384 1.153
C 0.040 -2.325 -0.488
C 1.790 2.565 -0.184
C -5.808 -0.365 -1.465
C 1.967 1.555 -1.313
C 1.097 0.035 -3.074
C -2.494 -1.372 1.739
C -0.235 -1.546 -1.501
C -1.844 -0.203 1.256
C -3.540 0.239 -0.095
C -0.203 1.971 -2.291
C -0.307 3.312 -1.382
C 1.706 4.021 1.494
C 0.942 1.119 -2.279
C 4.489 -2.259 0.089
C 0.661 3.339 -0.659
C 3.498 -1.531 0.285
C 4.035 -3.428 -0.346
C -4.256 -0.836 0.160
C 2.380 -2.230 0.390
H -5.943 0.656 -1.271
H -0.864 1.698 -2.964
H -3.718 0.946 -0.943
H 0.767 -2.385 1.530
H 2.135 -0.191 -3.614
H 0.905 0.015 0.151
H -4.448 -2.335 1.312
H -5.081 -0.398 -2.397
H 4.451 -4.286 -1.023
H 1.417 3.582 2.146
H 2.771 1.049 -1.208
H -1.075 3.662 -1.469
H 0.241 -3.378 -0.778
H 0.251 0.029 -3.891
H -1.457 1.534 -0.009
H 1.839 -1.484 -1.917
H 5.728 -2.072 -0.132
H 2.404 4.707 1.441
H -2.129 -2.139 2.423
H -0.961 -2.588 -0.074
H -6.611 -0.779 -1.893
H 3.617 -0.706 0.737
```

Properties
- Molecular weight: 458.5 g/mol
- Net charge: 0
- Spin multiplicity: 1
- E: -51295.5842 eV
- Gap between HOMO and LUMO: 8.662 eV
- HOMO level: -8.0185 eV
- Structure (SMILES): COc1ccc(S(=O)(=O)N[C@@H](CC(=O)NCc2ccc3c(c2)OCO3)c2ccco2)cc1
- E_LUMO: 0.02366 Ha

Computed natural (NBO) charges, given in elementary charges: atom 1 (S): 2.397, atom 2 (O): -0.923, atom 3 (O): -0.465, atom 4 (O): -0.541, atom 5 (O): -0.411, atom 6 (O): -0.561, atom 7 (O): -0.976, atom 8 (O): -0.495, atom 9 (N): -0.702, atom 10 (N): -0.861, atom 11 (C): -0.152, atom 12 (C): -0.089, atom 13 (C): -0.198, atom 14 (C): -0.570, atom 15 (C): 0.304, atom 16 (C): -0.241, atom 17 (C): -0.247, atom 18 (C): -0.248, atom 19 (C): -0.230, atom 20 (C): 0.695, atom 21 (C): -0.301, atom 22 (C): -0.252, atom 23 (C): -0.182, atom 24 (C): -0.235, atom 25 (C): 0.350, atom 26 (C): -0.060, atom 27 (C): -0.251, atom 28 (C): 0.260, atom 29 (C): -0.362, atom 30 (C): 0.050, atom 31 (C): 0.225, atom 32 (C): 0.302, atom 33 (H): 0.182, atom 34 (H): 0.188, atom 35 (H): 0.218, atom 36 (H): 0.246, atom 37 (H): 0.223, atom 38 (H): 0.388, atom 39 (H): 0.209, atom 40 (H): 0.148, atom 41 (H): 0.223, atom 42 (H): 0.115, atom 43 (H): 0.179, atom 44 (H): 0.187, atom 45 (H): 0.279, atom 46 (H): 0.205, atom 47 (H): 0.266, atom 48 (H): 0.375, atom 49 (H): 0.228, atom 50 (H): 0.175, atom 51 (H): 0.264, atom 52 (H): 0.260, atom 53 (H): 0.192, atom 54 (H): 0.221